Formula: C36H84N4O8
Source: the Open Molecules 2025 dataset
Level of theory: wB97M-V/def2-TZVPD

Its energy above the lowest of the compared OMol25 structures with the same formula, charge and spin is 94.33 kcal per mole. As for the total charge: 0. As for the total energy: -61026.840 eV. The value obtained for the HOMO energy is -8.102 eV. The LUMO energy comes out at 0.3 eV. As for the SMILES: CC1(C)CCCC(C)(C)N1O.CC1(C)CCCC(C)(C)N1O.CC1(C)CCCC(C)(C)N1O.COCCNCCOC.CO.CO.CO.

Each atom is followed by the atoms it is bonded to, with distances in Å.
Cartesian coordinates (Å):
1 C 3.06 -2.33 1.35  C2 1.515, H12 1.090, H13 1.090, H14 1.090
2 C 3.54 -3.76 1.23  C1 1.515, C3 1.570, C4 1.486, N10 1.528
3 C 2.62 -4.51 0.20  C2 1.570, H15 1.090, H16 1.090, H17 1.090
4 C 4.89 -3.53 0.65  C2 1.486, C5 1.581, H18 1.090, H19 1.090
5 C 5.75 -4.86 0.60  C4 1.581, C6 1.534, H20 1.090, H21 1.090
6 C 5.90 -5.40 2.02  C5 1.534, C7 1.595, H22 1.090, H23 1.090
7 C 4.50 -5.57 2.75  C6 1.595, C8 1.559, C9 1.568, N10 1.455
8 C 3.88 -6.88 2.17  C7 1.559, H24 1.090, H25 1.090, H26 1.090
9 C 4.76 -5.68 4.30  C7 1.568, H27 1.090, H28 1.090, H29 1.090
10 N 3.68 -4.37 2.63  C2 1.528, C7 1.455, O11 1.429
11 O 2.42 -4.36 3.30  N10 1.429, H30 0.960
12 H 2.96 -1.75 0.44  C1 1.090
13 H 2.10 -2.21 1.85  C1 1.090
14 H 3.74 -1.84 2.04  C1 1.090
15 H 1.65 -4.71 0.67  C3 1.090
16 H 2.51 -3.89 -0.68  C3 1.090
17 H 2.98 -5.42 -0.27  C3 1.090
18 H 4.80 -3.16 -0.37  C4 1.090
19 H 5.51 -2.80 1.17  C4 1.090
20 H 5.30 -5.61 -0.05  C5 1.090
21 H 6.76 -4.71 0.21  C5 1.090
22 H 6.52 -4.65 2.51  C6 1.090
23 H 6.48 -6.32 1.92  C6 1.090
24 H 3.72 -6.72 1.11  C8 1.090
25 H 2.88 -7.10 2.54  C8 1.090
26 H 4.44 -7.79 2.39  C8 1.090
27 H 5.10 -4.73 4.73  C9 1.090
28 H 5.49 -6.44 4.58  C9 1.090
29 H 3.83 -5.84 4.83  C9 1.090
30 H 2.52 -3.67 3.96  O11 0.960
31 C -5.90 4.29 3.68  C32 1.550, H42 1.090, H43 1.090, H44 1.090
32 C -5.36 4.60 2.26  C31 1.550, C33 1.547, C34 1.600, N40 1.420
33 C -6.57 4.95 1.36  C32 1.547, H45 1.090, H46 1.090, H47 1.090
34 C -4.34 5.83 2.41  C32 1.600, C35 1.523, H48 1.090, H49 1.090
35 C -3.36 6.10 1.27  C34 1.523, C36 1.491, H50 1.090, H51 1.090
36 C -2.60 4.83 1.12  C35 1.491, C37 1.599, H52 1.090, H53 1.090
37 C -3.53 3.59 0.74  C36 1.599, C38 1.520, C39 1.537, N40 1.536
38 C -4.20 3.66 -0.63  C37 1.520, H54 1.090, H55 1.090, H56 1.090
39 C -2.69 2.30 0.83  C37 1.537, H57 1.090, H58 1.090, H59 1.090
40 N -4.62 3.47 1.81  C32 1.420, C37 1.536, O41 1.422
41 O -5.43 2.32 1.59  N40 1.422, H60 0.960
42 H -5.98 5.21 4.26  C31 1.090
43 H -6.80 3.68 3.72  C31 1.090
44 H -5.20 3.66 4.21  C31 1.090
45 H -6.32 5.26 0.35  C33 1.090
46 H -7.30 4.15 1.25  C33 1.090
47 H -7.08 5.80 1.80  C33 1.090
48 H -4.96 6.71 2.55  C34 1.090
49 H -3.75 5.82 3.32  C34 1.090
50 H -3.89 6.47 0.39  C35 1.090
51 H -2.72 6.95 1.49  C35 1.090
52 H -2.06 4.54 2.01  C36 1.090
53 H -1.85 4.84 0.33  C36 1.090
54 H -3.53 3.59 -1.49  C38 1.090
55 H -4.72 4.61 -0.71  C38 1.090
56 H -4.91 2.84 -0.73  C38 1.090
57 H -1.83 2.42 0.17  C39 1.090
58 H -3.25 1.45 0.44  C39 1.090
59 H -2.40 2.14 1.86  C39 1.090
60 H -5.00 1.70 2.18  O41 0.960
61 C -2.61 -0.34 -4.64  C62 1.537, H72 1.090, H73 1.090, H74 1.090
62 C -1.44 -1.33 -4.46  C61 1.537, C63 1.546, C64 1.549, N70 1.520
63 C -1.01 -1.36 -2.98  C62 1.546, H75 1.090, H76 1.090, H77 1.090
64 C -1.84 -2.80 -4.72  C62 1.549, C65 1.527, H78 1.090, H79 1.090
65 C -1.72 -3.26 -6.17  C64 1.527, C66 1.549, H80 1.090, H81 1.090
66 C -0.34 -2.83 -6.72  C65 1.549, C67 1.570, H82 1.090, H83 1.090
67 C 0.00 -1.30 -6.66  C66 1.570, C68 1.561, C69 1.518, N70 1.490
68 C 1.48 -1.23 -7.14  C67 1.561, H84 1.090, H85 1.090, H86 1.090
69 C -0.89 -0.45 -7.55  C67 1.518, H87 1.090, H88 1.090, H89 1.090
70 N -0.15 -1.02 -5.21  C62 1.520, C67 1.490, O71 1.387
71 O 0.42 0.20 -4.86  N70 1.387, H90 0.960
72 H -2.19 0.65 -4.45  C61 1.090
73 H -3.12 -0.51 -5.59  C61 1.090
74 H -3.37 -0.50 -3.88  C61 1.090
75 H -1.02 -0.40 -2.47  C63 1.090
76 H -1.72 -1.98 -2.43  C63 1.090
77 H -0.05 -1.85 -2.82  C63 1.090
78 H -1.25 -3.41 -4.03  C64 1.090
79 H -2.85 -3.05 -4.40  C64 1.090
80 H -1.81 -4.35 -6.19  C65 1.090
81 H -2.54 -2.79 -6.72  C65 1.090
82 H -0.30 -3.16 -7.76  C66 1.090
83 H 0.47 -3.45 -6.35  C66 1.090
84 H 2.15 -1.88 -6.58  C68 1.090
85 H 1.91 -0.24 -6.97  C68 1.090
86 H 1.67 -1.33 -8.21  C68 1.090
87 H -0.66 -0.46 -8.61  C69 1.090
88 H -0.82 0.60 -7.25  C69 1.090
89 H -1.91 -0.82 -7.50  C69 1.090
90 H 1.15 -0.05 -4.30  O71 0.960
91 C 2.34 6.08 -0.75  O92 1.430, H100 1.090, H101 1.090, H102 1.090
92 O 2.25 5.59 0.59  C91 1.430, C93 1.425
93 C 1.12 4.73 0.68  O92 1.425, C94 1.575, H103 1.090, H104 1.090
94 C 1.14 4.12 2.13  C93 1.575, N95 1.445, H105 1.090, H106 1.090
95 N 2.37 3.38 2.29  C94 1.445, C96 1.448, H107 1.010
96 C 2.31 2.01 1.81  N95 1.448, C97 1.521, H108 1.090, H109 1.090
97 C 3.68 1.36 1.82  C96 1.521, O98 1.438, H110 1.090, H111 1.090
98 O 4.68 2.13 1.12  C97 1.438, C99 1.421
99 C 5.63 1.40 0.36  O98 1.421, H112 1.090, H113 1.090, H114 1.090
100 H 2.15 5.37 -1.56  C91 1.090
101 H 3.35 6.42 -0.97  C91 1.090
102 H 1.62 6.84 -1.04  C91 1.090
103 H 1.09 3.88 0.00  C93 1.090
104 H 0.22 5.33 0.56  C93 1.090
105 H 0.28 3.48 2.34  C94 1.090
106 H 1.04 4.87 2.91  C94 1.090
107 H 3.10 3.82 1.76  N95 1.010
108 H 1.99 1.90 0.77  C96 1.090
109 H 1.61 1.40 2.38  C96 1.090
110 H 3.57 0.38 1.37  C97 1.090
111 H 4.02 1.37 2.86  C97 1.090
112 H 6.42 2.12 0.10  C99 1.090
113 H 5.22 0.91 -0.52  C99 1.090
114 H 6.12 0.66 0.98  C99 1.090
115 C -0.92 -3.88 2.81  O116 1.428, H117 1.090, H118 1.090, H119 1.090
116 O -1.43 -3.43 1.55  C115 1.428, H120 0.960
117 H -1.63 -3.75 3.62  C115 1.090
118 H -0.65 -4.93 2.85  C115 1.090
119 H -0.09 -3.28 3.17  C115 1.090
120 H -1.48 -2.49 1.72  O116 0.960
121 C -0.70 -0.42 0.87  O122 1.411, H123 1.090, H124 1.090, H125 1.090
122 O -1.63 -0.74 1.88  C121 1.411, H126 0.960
123 H 0.01 0.28 1.30  C121 1.090
124 H -0.14 -1.23 0.41  C121 1.090
125 H -1.22 -0.06 -0.01  C121 1.090
126 H -2.25 -0.02 2.03  O122 0.960
127 C -3.64 0.43 4.41  O128 1.387, H129 1.090, H130 1.090, H131 1.090
128 O -4.08 0.39 3.10  C127 1.387, H132 0.960
129 H -3.08 1.36 4.55  C127 1.090
130 H -4.50 0.47 5.08  C127 1.090
131 H -2.98 -0.42 4.63  C127 1.090
132 H -4.70 -0.34 3.05  O128 0.960